# 1
{
  "formula": "C28H44N5NiO5Si2Te",
  "method": "the ωB97M-V functional and the def2-TZVPD basis",
  "homo_ev": [-4.007, -3.977],
  "energy_ha": -4098.8751,
  "spin_multiplicity": 3,
  "charge": -1,
  "homo_lumo_gap_ha": [0.23276, 0.23109],
  "e_lumo_ha": [0.086, 0.085],
  "e_above_lowest_kj_mol": 0.0,
  "symbols": ["Ni", "C", "N", "C", "C", "C", "C", "C", "N", "C", "C", "C", "C", "C", "C", "H", "H", "H", "H", "H", "H", "H", "H", "H", "H", "H", "C", "Si", "C", "C", "C", "Te", "C", "Si", "C", "C", "C", "H", "H", "H", "H", "H", "H", "H", "H", "H", "H", "H", "H", "H", "H", "H", "H", "H", "H", "H", "H", "H", "H", "O", "N", "O", "C", "C", "C", "C", "C", "C", "O", "N", "C", "O", "N", "C", "O", "H", "H", "H", "H", "H", "H", "H", "H", "H", "H", "H"],
  "coordinates": [[-0.970645, -0.269489, -0.409386], [-1.977370, -0.332840, -3.457717], [-2.233014, -0.355401, -2.016736], [-3.448857, -0.465396, -1.604221], [-3.708187, -0.553838, -0.207178], [-4.872857, -0.665558, 0.548864], [-4.460955, -0.726931, 1.885213], [-3.065233, -0.656202, 1.873036], [-2.612718, -0.554939, 0.615943], [-1.979792, 1.081462, -3.983223], [-3.022695, 1.556130, -4.767001], [-3.038112, 2.875323, -5.203270], [-2.006494, 3.733797, -4.857845], [-0.952719, 3.264555, -4.082334], [-0.939808, 1.947614, -3.654185], [-2.713211, -0.956718, -3.969908], [-1.007053, -0.797631, -3.644591], [-4.270746, -0.520161, -2.318260], [-5.882714, -0.698010, 0.170470], [-5.087987, -0.825553, 2.757142], [-2.380799, -0.682213, 2.709300], [-3.832455, 0.887315, -5.035474], [-3.860444, 3.230934, -5.811734], [-2.018879, 4.763785, -5.191574], [-0.138832, 3.926425, -3.812513], [-0.117454, 1.583873, -3.048136], [4.371318, -0.021574, 2.074106], [3.185104, -0.954986, 3.186462], [3.588568, -2.789162, 3.175913], [3.354083, -0.311327, 4.947660], [1.443469, -0.654916, 2.576183], [1.084997, -1.548897, 0.648177], [0.220480, -3.319231, 1.436415], [0.067027, -4.787116, 0.255457], [-1.574711, -3.725257, -1.657811], [-0.288992, -6.257522, 1.369518], [1.697999, -5.053844, -0.624884], [5.401817, -0.350198, 2.228743], [4.322775, 1.051677, 2.273907], [4.119392, -0.166157, 1.021755], [4.639666, -2.944872, 3.432336], [3.419577, -3.233896, 2.192725], [2.984330, -3.335152, 3.904328], [4.373475, -0.436395, 5.321459], [2.683127, -0.842975, 5.626231], [3.108113, 0.751960, 4.997599], [1.293045, 0.416438, 2.437122], [0.670854, -1.019514, 3.256184], [-0.756942, -3.082643, 1.863762], [0.881532, -3.621476, 2.254760], [-2.219242, -3.012828, -1.123390], [-1.803779, -5.063470, -2.998343], [-0.564921, -1.959885, -1.917904], [-1.196519, -6.082040, 1.951151], [0.532009, -6.455008, 2.062957], [-0.449729, -7.154270, 0.766597], [2.127589, -4.106818, -0.952025], [1.528191, -5.658713, -1.518228], [2.417947, -5.573026, 0.013765], [-1.228890, -4.750433, -0.738024], [-1.886663, -4.059076, -2.884880], [-0.158916, -2.768205, -1.588563], [2.386794, 3.880680, -1.828328], [2.472118, 3.920400, -0.308047], [1.161452, 3.509278, 0.376225], [1.347481, 3.544075, 1.911849], [0.118031, 3.127175, 2.710957], [0.087722, 4.514404, 0.021125], [0.259542, 5.716221, 0.092998], [-1.103755, 3.982038, -0.362170], [-1.449717, 2.618502, -0.430187], [-2.611335, 2.345382, -0.629727], [-0.448488, 1.688980, -0.306462], [0.818925, 2.064800, -0.001543], [1.740807, 1.253905, 0.036986], [3.332392, 4.183141, -2.279742], [1.615779, 4.561543, -2.196683], [2.160240, 2.873225, -2.183135], [2.712928, 4.930096, 0.028457], [3.250781, 3.243494, 0.043496], [1.638433, 4.563246, 2.176152], [2.192386, 2.888512, 2.137873], [-0.721134, 3.804006, 2.537254], [0.336184, 3.142553, 3.779583], [-0.214659, 2.119185, 2.455627], [-1.870055, 4.615635, -0.538459]],
  "forces_ev_per_a": [[0.228, -0.011, 0.043], [-0.005, 0.023, 0.036], [-0.086, -0.068, -0.014], [0.035, -0.095, -0.005], [0.027, -0.047, 0.021], [-0.001, 0.007, -0.045], [-0.004, -0.022, 0.030], [0.001, -0.004, -0.015], [-0.020, 0.053, 0.064], [0.053, 0.004, -0.028], [-0.012, 0.006, 0.034], [-0.008, 0.002, -0.003], [0.000, 0.006, 0.004], [0.004, -0.007, 0.008], [0.016, -0.005, -0.031], [-0.021, 0.056, -0.031], [-0.007, -0.015, 0.018], [-0.011, -0.020, 0.012], [0.000, -0.004, -0.006], [0.002, 0.008, 0.003], [-0.008, 0.010, 0.008], [-0.004, 0.001, 0.001], [0.001, 0.004, 0.000], [-0.002, 0.000, -0.005], [-0.003, 0.001, -0.002], [0.000, -0.002, -0.003], [-0.011, -0.037, 0.015], [-0.036, 0.014, -0.021], [0.034, 0.036, 0.018], [0.027, -0.035, -0.026], [-0.003, -0.002, 0.081], [-0.113, 0.002, -0.209], [-0.027, -0.037, 0.087], [0.195, 0.089, 0.059], [-0.453, -0.522, -0.003], [0.008, -0.002, -0.078], [-0.069, 0.001, 0.000], [0.006, 0.019, 0.012], [-0.007, 0.003, -0.002], [-0.008, -0.018, -0.003], [-0.004, -0.010, 0.014], [-0.004, 0.014, -0.018], [-0.017, 0.000, -0.006], [0.006, 0.003, -0.003], [-0.011, 0.003, -0.001], [-0.005, 0.004, -0.003], [-0.016, 0.010, -0.005], [0.006, -0.021, 0.000], [0.006, 0.062, -0.015], [-0.036, -0.028, 0.022], [0.137, 0.154, -0.090], [0.456, 0.032, -0.108], [0.194, -0.143, -0.473], [-0.003, -0.001, 0.002], [0.013, 0.015, 0.003], [0.003, -0.008, 0.009], [-0.015, 0.004, -0.020], [0.010, -0.022, 0.011], [0.005, 0.010, 0.015], [-0.120, -0.026, -0.081], [-0.607, 0.141, 0.183], [0.273, 0.390, 0.504], [0.007, 0.008, -0.021], [-0.022, 0.014, 0.010], [0.005, 0.001, 0.006], [0.028, 0.012, -0.026], [-0.013, 0.014, 0.019], [-0.008, -0.025, -0.032], [-0.002, -0.001, 0.026], [-0.019, -0.002, 0.018], [-0.037, 0.018, -0.065], [0.012, 0.002, -0.023], [0.007, 0.009, 0.157], [0.073, 0.003, -0.060], [-0.021, -0.008, 0.020], [0.004, -0.001, 0.005], [0.000, 0.004, 0.007], [-0.003, -0.002, 0.004], [0.002, -0.002, 0.001], [0.000, -0.004, -0.011], [0.008, -0.003, -0.001], [-0.023, -0.021, 0.010], [0.002, 0.005, -0.003], [0.004, 0.001, 0.000], [-0.001, 0.001, -0.005], [0.003, 0.004, 0.002]],
  "lowdin_charge": [0.54, -0.15, -0.03, -0.07, -0.33, -0.05, -0.11, -0.17, -0.04, -0.20, -0.04, -0.09, -0.10, -0.08, -0.05, 0.12, 0.12, 0.14, 0.09, 0.08, 0.10, 0.11, 0.10, 0.10, 0.09, 0.11, -0.18, 0.38, -0.19, -0.19, -0.54, 1.43, -0.52, 0.33, -0.56, -0.17, -0.16, 0.03, 0.02, 0.02, 0.03, 0.01, 0.03, 0.02, 0.03, 0.02, -0.02, 0.02, 0.02, 0.00, 0.10, -0.01, -0.06, 0.03, 0.02, 0.03, 0.00, 0.04, 0.03, -0.17, 0.01, -0.32, -0.07, -0.18, -0.31, -0.16, -0.07, -0.44, 0.08, 0.22, -0.53, 0.08, 0.10, -0.47, -0.06, 0.07, 0.07, 0.07, 0.12, 0.12, 0.12, 0.11, 0.08, 0.08, 0.07, 0.16]
}

***

# 2
{
  "formula": "C28H44N7OPPd",
  "method": "the ωB97M-V functional and the def2-TZVPD basis",
  "homo_ev": [-13.134, -13.898],
  "energy_ha": -2020.5438,
  "spin_multiplicity": 5,
  "charge": 2,
  "homo_lumo_gap_ha": [0.28473, 0.22885],
  "e_lumo_ha": [-0.198, -0.282],
  "symbols": ["Pd", "C", "C", "C", "N", "C", "C", "C", "C", "C", "C", "C", "N", "C", "C", "C", "N", "C", "C", "C", "C", "C", "C", "C", "N", "C", "C", "H", "H", "H", "H", "H", "H", "H", "H", "H", "H", "H", "H", "H", "H", "H", "H", "H", "H", "H", "H", "H", "H", "H", "H", "H", "H", "C", "N", "C", "P", "O", "N", "C", "C", "N", "C", "C", "H", "H", "H", "H", "H", "H", "H", "H", "H", "H", "H", "H", "H", "H", "H", "H", "H", "H"],
  "coordinates": [[0.177563, 0.173226, 0.638647], [-2.567915, 1.921137, 2.072437], [-3.528866, 0.885248, 1.470398], [-2.905173, -0.193102, 0.565855], [-1.693050, -0.751274, 1.149557], [-1.663390, -1.591460, 2.131594], [-2.853458, -2.241998, 2.604228], [-3.071966, -2.996669, 3.727821], [-2.218922, -3.217918, 4.811188], [-0.876240, -2.819090, 4.948855], [-0.029854, -2.308149, 4.010252], [-0.272821, -1.914908, 2.637982], [0.672782, -1.703704, 1.780664], [2.072832, -2.034520, 2.040876], [2.964005, -0.797441, 2.216928], [3.196066, -0.006971, 0.913212], [2.169181, 1.004702, 0.699700], [2.238977, 2.233881, 1.089909], [3.379119, 2.742581, 1.809583], [3.735435, 4.020408, 2.134169], [3.100777, 5.231119, 1.813678], [1.877206, 5.415501, 1.163552], [0.964708, 4.485015, 0.741083], [1.002124, 3.047467, 0.758089], [-0.026165, 2.340357, 0.416270], [-1.317464, 2.876440, 0.007239], [-2.245941, 3.136942, 1.200172], [-1.635900, 1.438119, 2.379233], [-3.017343, 2.290520, 2.994602], [-4.301269, 1.390213, 0.885699], [-4.039762, 0.380261, 2.292862], [-2.612362, 0.221946, -0.396197], [-3.650936, -0.963721, 0.361596], [-3.712753, -2.116912, 1.958742], [-4.065771, -3.418040, 3.820558], [-2.647373, -3.742742, 5.655902], [-0.434229, -2.998023, 5.921673], [0.985515, -2.152788, 4.345626], [2.423882, -2.587497, 1.167127], [2.186246, -2.698439, 2.895441], [3.928534, -1.136056, 2.595703], [2.531775, -0.137395, 2.975738], [3.115046, -0.696227, 0.071237], [4.201045, 0.412239, 0.881966], [4.071189, 1.982456, 2.143780], [4.660878, 4.113348, 2.689310], [3.618773, 6.132951, 2.114916], [1.585318, 6.447255, 1.007554], [0.057576, 4.901107, 0.327625], [-1.758227, 2.134277, -0.657287], [-1.213974, 3.792704, -0.573775], [-3.170477, 3.562325, 0.803052], [-1.788465, 3.903776, 1.830822], [-2.327367, -0.005795, -3.638832], [-1.416087, -1.137684, -3.516940], [-1.894647, -2.388434, -4.086431], [0.017322, -0.931647, -2.759966], [-0.153854, -0.262463, -1.427598], [0.735549, -2.393305, -2.562996], [1.526777, -3.042392, -3.601474], [0.332317, -3.266487, -1.465869], [0.935642, -0.001037, -3.744611], [0.810227, 0.031170, -5.196808], [2.109095, 0.682453, -3.212802], [-3.269207, -0.211832, -3.122858], [-2.554728, 0.198967, -4.688137], [-1.878302, 0.886756, -3.205578], [-2.848233, -2.674589, -3.636315], [-1.179523, -3.186925, -3.910249], [-2.045773, -2.293327, -5.165220], [1.795084, -2.329939, -4.377611], [0.983378, -3.872221, -4.063388], [2.446922, -3.440801, -3.169965], [-0.216131, -2.697337, -0.717799], [1.218945, -3.698489, -0.994684], [-0.296627, -4.091218, -1.816333], [-0.028903, -0.579660, -5.520818], [1.718926, -0.344288, -5.676131], [0.646957, 1.054301, -5.542342], [2.070232, 0.696611, -2.124840], [2.130462, 1.713856, -3.570735], [3.035064, 0.193283, -3.530109]],
  "forces_ev_per_a": [[0.187, -0.097, -0.055], [-0.040, 0.056, -0.083], [0.116, -0.053, 0.017], [-0.038, -0.006, 0.022], [-0.045, 0.371, 0.080], [-0.002, -0.112, -0.060], [0.015, -0.060, 0.060], [0.022, 0.018, 0.044], [-0.016, -0.001, 0.022], [-0.018, -0.053, -0.065], [-0.063, -0.017, -0.048], [-0.099, -0.092, 0.006], [0.191, 0.170, 0.058], [-0.059, 0.090, 0.011], [-0.174, 0.011, -0.111], [0.017, 0.102, 0.029], [-0.049, -0.381, 0.219], [0.013, 0.156, -0.136], [0.017, 0.071, -0.009], [-0.051, 0.015, -0.045], [0.008, 0.009, 0.006], [0.013, -0.009, 0.026], [0.075, -0.011, 0.006], [0.054, 0.072, -0.001], [-0.206, -0.251, -0.077], [-0.067, 0.049, 0.069], [0.105, -0.083, -0.024], [0.012, -0.023, 0.100], [-0.030, 0.030, -0.015], [-0.045, -0.003, 0.047], [-0.011, -0.015, -0.007], [0.024, -0.037, -0.052], [0.000, -0.035, -0.021], [0.015, -0.002, -0.010], [0.001, 0.024, 0.008], [0.013, 0.004, -0.007], [-0.010, -0.033, -0.002], [0.029, 0.025, 0.000], [-0.022, -0.036, -0.020], [-0.007, -0.042, 0.035], [0.006, -0.029, -0.014], [0.087, -0.004, 0.044], [0.076, 0.003, -0.066], [0.012, 0.062, 0.042], [-0.015, -0.038, -0.008], [0.004, 0.017, 0.002], [-0.001, -0.014, 0.000], [0.009, -0.005, 0.010], [-0.015, -0.005, 0.004], [0.027, -0.011, -0.050], [0.049, 0.010, -0.051], [-0.009, 0.017, 0.037], [-0.013, 0.031, -0.020], [0.007, -0.045, -0.088], [-0.147, -0.005, 0.105], [-0.026, 0.015, -0.015], [0.159, -0.126, -0.217], [-0.198, 0.268, 0.132], [0.073, -0.089, 0.140], [-0.007, 0.006, 0.036], [0.013, -0.005, -0.096], [0.021, 0.106, 0.059], [0.023, 0.031, -0.004], [-0.011, -0.034, -0.053], [0.004, -0.009, 0.008], [0.012, -0.002, -0.001], [0.009, 0.002, -0.002], [0.000, 0.010, 0.010], [-0.009, 0.004, -0.005], [0.008, 0.016, 0.003], [0.001, 0.000, 0.003], [-0.001, 0.008, -0.005], [0.001, -0.005, 0.005], [0.001, 0.008, 0.014], [-0.002, -0.005, -0.003], [0.001, 0.001, -0.007], [0.001, 0.002, 0.005], [-0.011, -0.019, 0.016], [0.008, 0.006, 0.020], [-0.011, 0.010, 0.005], [-0.006, 0.007, 0.000], [-0.006, -0.010, -0.012]],
  "lowdin_charge": [1.13, -0.20, -0.15, -0.19, -0.03, -0.19, 0.03, -0.04, -0.01, -0.04, 0.02, -0.19, 0.00, -0.20, -0.14, -0.20, -0.04, -0.18, 0.02, -0.04, -0.01, -0.04, 0.03, -0.18, 0.00, -0.19, -0.16, 0.08, 0.12, 0.13, 0.11, 0.08, 0.12, 0.11, 0.12, 0.12, 0.12, 0.11, 0.12, 0.11, 0.13, 0.12, 0.12, 0.12, 0.11, 0.12, 0.12, 0.12, 0.11, 0.10, 0.12, 0.13, 0.12, -0.09, -0.30, -0.07, 0.51, -0.38, -0.30, -0.08, -0.09, -0.30, -0.08, -0.08, 0.09, 0.09, 0.07, 0.09, 0.06, 0.09, 0.07, 0.09, 0.09, 0.05, 0.09, 0.09, 0.08, 0.09, 0.09, 0.05, 0.09, 0.09]
}